Molecular formula: C14H21EuNP
Method: DFT, the ωB97M-V functional and the def2-TZVPD basis

The geometry in XYZ format:
```
38
Properties=species:S:1:pos:R:3:forces:R:3:mulliken_charge:R:1
H -1.465413 -0.111669 2.850114 -0.4 -0.2 -0.3 0.39
Eu 0.000000 0.000000 0.000000 -4.4 5.3 -8.8 -0.34
C -5.132806 1.240723 1.696530 -0.7 -0.6 -0.2 -0.48
C -6.497604 1.118634 1.965534 0.4 -0.4 -0.2 -0.62
H -3.190949 0.209410 3.219862 0.2 -0.2 -0.6 0.43
H -0.836976 -1.890656 -1.919851 0.2 0.3 0.0 0.21
H -1.450250 4.473464 3.311134 0.0 0.0 0.1 0.34
H 2.449039 -0.365552 1.013364 0.0 0.0 -0.3 0.23
C -1.129929 4.672476 1.195167 0.1 0.3 -0.4 -0.52
C -1.985876 2.671542 2.258962 0.4 1.4 0.2 -0.13
N -0.187106 -1.094240 -1.973792 -0.2 -2.1 -4.0 -0.55
C -7.183039 -0.037578 1.588081 0.3 -0.1 -0.1 -0.45
H 2.460315 0.328192 -0.648488 0.1 -0.2 0.0 0.24
C -2.502986 -0.272110 2.492462 1.1 -0.8 1.4 -1.33
H -2.692234 -1.365704 2.521528 0.1 0.6 0.0 0.36
C -6.502588 -1.072603 0.938117 0.2 0.5 0.3 -0.52
H -4.616470 -1.768587 0.178145 0.1 0.0 -0.1 0.32
H 0.220833 0.794978 1.320951 1.0 4.2 7.0 -0.08
H -0.768609 5.690203 1.266777 0.0 0.1 0.0 0.34
C -1.212401 4.046702 -0.049289 -0.1 -0.7 0.3 -0.72
H -0.125419 -1.072729 1.078848 -0.8 -5.8 5.3 -0.09
C -2.071199 2.023479 1.005144 -0.6 -1.1 -0.4 -0.01
H 2.192108 -1.445660 -0.398361 0.4 0.2 0.0 0.23
H 0.722902 -1.496588 -2.239996 -0.3 0.1 0.1 0.26
H -2.269344 2.192499 3.180884 0.0 -0.3 0.0 0.27
H -8.239854 -0.131530 1.801705 0.0 0.0 0.0 0.35
C -4.436699 0.199172 1.052643 -1.7 0.6 -0.7 0.37
P -2.654492 0.313824 0.745077 -0.5 0.6 1.6 0.73
H -7.036641 -1.967540 0.649084 0.0 -0.1 0.0 0.37
C -5.134255 -0.955852 0.670889 -0.5 0.6 0.4 -0.41
H -0.494168 -0.535470 -2.782923 0.0 -0.3 0.3 0.27
H -0.914436 4.578489 -0.942125 0.0 0.0 -0.1 0.36
C 2.002407 -0.437257 0.011191 5.7 -1.7 0.0 -1.12
H -4.624793 2.141340 2.008379 0.2 0.0 -0.1 0.30
C -1.515947 3.985829 2.346728 -0.4 -1.2 -0.2 -0.64
H -7.022230 1.918973 2.472211 0.0 0.0 0.0 0.38
C -1.676665 2.730784 -0.141940 0.3 1.2 -0.2 -0.07
H -1.730929 2.263330 -1.116083 -0.2 -0.1 -0.2 0.38
```
Positions in Å, forces in eV/Å.

Output
Relative energy (zero: lowest compared OMol25 entry of this formula, charge and spin) = 2.598 eV
Kohn-Sham gap (alpha / beta) = 3.23 / 6.03 eV
Spin multiplicity = 8
M = 386.27 g mol⁻¹
Expectation value of S² = 15.808
Charge = -1
DFT total energy = -1652.088962 hartree

---

Molecular formula: C14H21F3O11
Method: DFT, the ωB97M-V functional and the def2-TZVPD basis

The geometry in XYZ format:
```
49
Properties=species:S:1:pos:R:3:forces:R:3:mulliken_charge:R:1
C -2.806917 -3.557956 -2.421967 -0.1 1.5 0.9 0.64
H 1.252084 -0.341457 0.037279 0.0 0.1 0.0 0.24
F -1.885595 -4.475921 -2.324918 1.4 -1.2 -0.2 -0.25
O 0.769903 -2.450785 -2.569995 0.2 1.5 2.5 -0.44
H 1.842787 2.226612 0.060430 0.0 -0.2 0.0 0.44
H -1.005507 3.446266 6.630669 0.1 0.1 -0.1 0.33
H 4.542484 -4.348936 -3.480339 -0.1 -0.4 0.1 0.37
O -0.797555 -0.568125 0.051736 -0.1 0.2 -0.2 -0.32
H -1.741069 -1.829699 -1.845371 0.6 -0.3 0.1 -0.26
C 4.080332 -2.398250 -2.637794 -0.6 -0.4 -0.2 -1.01
C -1.313277 0.530680 -0.535076 0.1 0.0 0.0 0.68
H 5.090731 -2.034706 -2.787873 0.2 0.1 0.1 0.42
F -3.717947 -3.938076 -3.266474 -1.1 -0.7 -1.8 -0.29
C 3.801818 -3.564118 -3.579350 0.5 1.2 -0.1 -0.20
C -0.403081 1.958868 4.369741 0.1 -0.1 0.1 0.69
H 3.915018 -2.685196 -1.604418 0.2 -0.1 0.2 0.25
O 0.082051 0.958332 3.943079 0.0 0.1 0.2 -0.53
O 1.644830 -3.511651 -4.323217 -0.9 -0.4 -0.5 -0.25
O -2.208865 0.507799 -1.328332 0.2 0.3 0.1 -0.65
F -3.408997 -3.509024 -1.240890 -0.6 0.1 1.4 -0.30
H 1.149280 3.144850 1.383571 0.0 0.0 0.1 0.28
H 0.582738 5.257655 5.560111 -0.1 -0.1 0.1 0.35
H 2.125373 1.716626 1.741544 -0.1 0.0 0.0 0.35
H -2.083661 -1.968652 -4.881042 -0.3 -0.6 -0.2 0.42
H -1.009842 6.047565 5.557900 0.0 0.0 0.0 0.38
H -3.138771 -0.435085 -2.686561 -0.1 -0.6 0.3 0.51
C 0.152360 1.281180 1.000452 0.6 0.3 -0.2 0.96
H 0.563285 -0.755714 1.622393 -0.2 -0.1 0.0 0.39
O -0.509514 -3.143564 -4.230634 -1.0 0.2 -1.6 -0.33
H -0.016867 6.012266 4.096037 -0.1 0.0 0.0 0.36
O -3.389468 -1.355771 -2.888577 -0.4 0.5 -0.5 -0.69
H -0.886931 -1.149805 -3.943307 0.0 0.1 0.0 0.39
H -2.607101 3.603218 5.877697 0.0 -0.2 0.0 0.32
H 3.354997 -1.629843 -2.880065 0.0 0.4 0.1 0.21
C 1.394588 2.136384 1.051444 -0.1 0.4 -0.2 -1.48
O -1.447618 2.001146 5.228339 0.2 0.1 -0.1 -0.33
O -0.689678 1.649263 -0.117614 -0.2 -0.3 -0.1 -0.39
C -2.264788 -2.176857 -2.724575 -0.5 0.4 -0.4 1.10
C 0.610179 -2.976374 -3.600657 1.1 -0.9 -0.9 0.72
C 0.412323 -0.173970 0.716512 0.1 -0.2 0.2 -0.53
H 3.859569 -3.170884 -4.591260 0.1 -0.3 -0.3 0.25
C -0.961329 4.138260 4.560131 0.1 0.5 0.2 0.54
O 2.512907 -4.109531 -3.389228 0.5 -0.7 0.3 -0.23
H -1.695736 4.313685 3.769539 0.0 -0.1 0.0 0.25
O 0.017108 3.209955 4.056093 -0.2 -0.3 0.0 -0.31
C -1.564914 3.350539 5.697034 -0.3 0.0 0.1 -0.54
C -1.457408 -2.075180 -4.010227 0.7 0.4 0.6 -0.93
C -0.318330 5.440398 4.973629 0.3 0.0 -0.3 -1.45
H -0.425977 1.403583 1.904402 -0.2 -0.1 0.0 -0.14
```
Positions in Å, forces in eV/Å.

Output
Relative energy (zero: lowest compared OMol25 entry of this formula, charge and spin) = 0.515 eV
SMILES = CCOOC(=O)OC[C@@H](O)C(F)(F)F.C[C@@H]1COC(=O)O1.C[C@@H]1COC(=O)O1
Kohn-Sham gap = 10.54 eV
Spin multiplicity = 1
M = 422.31 g mol⁻¹
DFT total energy = -1673.259088 hartree

---

Molecular formula: C14H21FeO5P
Method: DFT, the ωB97M-V functional and the def2-TZVPD basis

The geometry in XYZ format:
```
42
Properties=species:S:1:pos:R:3:forces:R:3:mulliken_charge:R:1
C 1.106634 1.097880 -2.347028 6.9 6.9 -2.4 0.07
H 1.261421 -2.706268 -0.090660 -0.3 -0.1 0.2 0.26
C -0.412687 -0.551830 -5.828107 2.3 3.6 -3.3 0.20
O -2.635553 -1.601192 -2.122498 3.0 2.1 0.3 -0.20
C -1.533743 1.180194 0.592947 -0.4 0.0 -0.5 0.29
H 0.556439 1.705184 2.482325 -0.1 0.1 0.1 0.34
H -1.541101 0.995235 2.781053 -0.3 0.0 -0.3 0.26
C 1.083485 -1.056220 -2.614305 6.2 -7.4 -3.5 -0.20
H 2.626674 -1.098867 1.027219 0.1 0.5 -0.3 0.28
H 1.610002 1.671638 0.147699 -0.3 -0.2 0.4 0.69
H -0.577968 2.797814 -0.540596 -0.1 0.0 0.4 0.36
C -0.090560 -1.815744 2.315460 0.1 0.1 0.6 -1.54
H -2.276262 0.956697 -0.194509 0.0 0.0 0.2 0.51
H -0.460000 -0.962840 2.902145 0.1 -0.4 -0.1 0.35
H -1.576803 -1.817064 0.742266 0.4 0.2 0.1 0.75
H -2.532264 -0.216062 1.924725 0.0 0.4 0.1 0.39
C -0.475346 -1.718514 0.843294 -0.4 -0.1 -0.2 0.41
H 2.308029 1.763199 2.493757 0.0 -0.1 -0.2 0.43
H -0.504312 3.039430 1.226158 -0.4 -0.2 -0.4 0.32
H 1.469684 0.253628 2.851773 0.1 0.0 0.2 0.27
H 1.002709 -1.871913 2.433726 -0.4 -0.1 0.0 0.31
H -3.112914 1.453993 2.058785 0.5 -0.2 -0.1 0.45
P -0.142657 0.010291 0.179739 0.5 0.3 5.2 0.74
C 1.446796 1.141259 2.230271 -0.1 0.1 0.8 -1.33
O 1.938806 1.878886 -2.517203 -2.4 -2.3 0.8 -0.15
O -1.912913 2.025502 -2.851856 2.5 -3.1 1.0 -0.16
H -0.245779 -2.870992 -1.013760 0.1 -0.1 0.4 0.30
C 2.643766 -0.189227 0.399710 0.2 -0.1 -0.1 -1.22
O 1.956667 -1.712628 -3.006060 -3.0 2.8 1.3 -0.17
H -0.024576 -3.813558 0.467586 0.1 0.4 -0.1 0.48
C -2.207316 0.836605 1.920723 -0.2 -0.3 0.5 -1.45
C -1.129276 2.649181 0.404593 0.2 0.3 -0.1 -1.38
H -2.034494 3.274920 0.318202 0.3 -0.3 0.2 0.42
C 0.173502 -2.831738 0.006061 0.1 0.0 -0.4 -1.34
H -0.530342 -2.727578 2.759030 0.2 0.3 -0.3 0.49
C 1.494542 0.775524 0.785123 0.4 -0.6 -1.8 0.31
H 3.616966 0.323723 0.529941 -0.5 -0.3 0.1 0.45
Fe -0.170063 -0.062526 -1.868629 1.3 -0.4 2.0 0.53
C -1.628984 -1.042968 -2.031033 -8.1 -6.8 -1.1 0.13
C -1.216869 1.149276 -2.552953 -6.6 8.0 -3.7 0.26
H 2.605781 -0.515611 -0.665024 0.0 0.2 0.7 0.28
O 0.070871 0.203290 -6.580074 -2.3 -3.5 3.4 -0.18
```
Positions in Å, forces in eV/Å.

Output
Relative energy (zero: lowest compared OMol25 entry of this formula, charge and spin) = 0.706 eV
Kohn-Sham gap (alpha / beta) = 7.26 / 6.74 eV
Spin multiplicity = 5
M = 356.14 g mol⁻¹
Expectation value of S² = 6.042
Charge = +2
DFT total energy = -2526.473886 hartree